A structure of composition C26H36N3O5RuSe2, computed with ωB97M-V/def2-TZVPD.

Summary:
**⟨S²⟩**: 8.82
**Energy relative to the best compared isomer or geometry (same formula, charge and spin)**: 59.2 kJ/mol
**Charge**: +2
**Spin multiplicity**: 6
**Kohn-Sham gap (spin up / spin down)**: 6.2 / 6.6 eV
**HOMO level (spin up / spin down)**: -12.3 / -13.4 eV
**M**: 729.6 Da

Geometry as XYZ:
```
73
Properties=species:S:1:pos:R:3:forces:R:3
Ru -2.04201 0.71746 -0.40794 0.1303 0.2009 0.0326
C -3.46662 -2.42273 0.25574 -0.0215 0.0729 0.0691
O -3.62611 -1.04191 0.59830 0.1453 -0.1683 -0.0182
C -3.88269 -0.84034 1.97971 -0.0637 -0.0559 -0.0699
C -4.14453 0.62804 2.17286 0.0818 0.0833 0.0327
O -3.03730 1.41736 1.70516 -0.0131 -0.0738 -0.0491
C -2.11989 1.84815 2.71556 -0.0857 -0.0633 0.0681
C -1.23014 2.87886 2.08107 0.0362 0.0551 -0.1422
O -0.57268 2.32962 0.93615 0.0528 -0.1776 0.0198
C 0.79800 1.98088 1.14997 -0.0428 0.0651 0.0411
H -4.39209 -2.96668 0.44740 -0.0178 -0.0067 0.0069
H -3.23184 -2.46982 -0.80457 -0.0021 0.0227 -0.0264
H -2.65502 -2.87134 0.83340 0.0165 -0.0193 0.0088
H -4.76514 -1.40599 2.29444 -0.0010 -0.0344 -0.0096
H -3.03061 -1.18671 2.57686 -0.0025 -0.0014 0.0181
H -5.00935 0.93256 1.58614 -0.0112 0.0211 -0.0343
H -4.34200 0.84183 3.22401 -0.0078 0.0475 0.0066
H -2.66501 2.29520 3.54993 -0.0350 -0.0013 0.0005
H -1.54313 0.99884 3.09474 0.0105 -0.0156 0.0242
H -1.84507 3.70707 1.72718 0.0199 0.0323 0.0038
H -0.50609 3.26439 2.80106 0.0158 -0.0191 -0.0047
H 1.36944 2.86757 1.42644 0.0081 0.0198 -0.0016
H 0.90066 1.22521 1.93257 -0.0025 0.0047 0.0115
H 1.17643 1.58291 0.21140 -0.0126 -0.0083 -0.0191
C -5.46583 1.45712 -1.64159 0.0029 -0.0079 -0.0086
Se -3.95898 0.37461 -2.21125 -0.2027 -0.0454 0.0163
C -3.31505 1.47569 -3.67845 -0.0076 0.0149 0.0116
C -2.86618 2.86433 -3.27711 0.0291 -0.0062 -0.0242
Se -1.37819 2.86085 -2.00516 -0.0189 0.0321 -0.0361
C -1.87542 4.51423 -1.11525 0.0254 -0.0061 0.0229
H -5.97799 0.88549 -0.87136 -0.0179 0.0141 -0.0057
H -6.13632 1.60627 -2.48390 -0.0110 -0.0018 0.0000
H -5.13568 2.41023 -1.23851 -0.0108 0.0160 0.0119
H -4.12962 1.53956 -4.39834 0.0000 0.0014 -0.0409
H -2.50976 0.89136 -4.11711 0.0284 0.0136 -0.0245
H -3.66932 3.43052 -2.80861 -0.0322 -0.0032 -0.0156
H -2.52967 3.41174 -4.15591 -0.0189 0.0171 -0.0225
H -1.99386 5.28603 -1.87098 0.0179 0.0119 0.0068
H -1.05895 4.78161 -0.45084 -0.0019 0.0115 0.0108
H -2.79805 4.38707 -0.55528 -0.0158 0.0081 0.0006
C 7.34882 0.81828 1.52547 -0.0310 -0.0494 0.0103
O 7.09804 -0.52376 1.95172 -0.0303 0.0515 -0.0589
C 6.26452 -1.28295 1.24271 0.0653 0.1139 0.0173
C 6.14750 -2.61356 1.67259 0.0044 -0.0809 0.0408
C 5.35125 -3.48586 0.98191 0.0489 -0.0759 0.0527
C 4.60473 -3.03489 -0.11792 -0.1223 -0.0546 -0.0818
C 4.72350 -1.70934 -0.55179 0.0009 0.0473 -0.0213
C 5.55272 -0.83501 0.11786 -0.0321 -0.0575 -0.0113
N 3.87512 -4.00042 -0.80298 0.1781 0.0110 0.0985
N 3.01111 -3.77564 -1.64572 -0.2446 0.0512 0.0730
C 2.00274 -2.89053 -1.72241 0.1185 0.0011 -0.0668
C 1.51926 -2.61987 -3.02799 -0.0654 0.0221 0.0183
C 0.52605 -1.71929 -3.26074 0.0135 0.0251 -0.0255
C -0.11897 -1.04838 -2.18384 0.0805 -0.0992 0.0217
O -1.01768 -0.19538 -2.35327 -0.1175 0.0589 0.1286
C 0.26548 -1.43193 -0.81493 -0.1494 0.0793 -0.1059
N -0.48463 -0.90180 0.17795 0.1241 -0.0221 0.0707
C -0.23786 -1.27523 1.42299 0.0163 -0.0286 -0.0866
C 0.75176 -2.20205 1.75314 -0.0463 0.0071 0.0497
C 1.51984 -2.74032 0.75247 0.0859 -0.0412 0.0025
C 1.30229 -2.34030 -0.57593 0.1412 -0.1637 -0.0628
H 8.06505 1.22255 2.23123 0.0123 -0.0060 0.0183
H 6.43261 1.41014 1.55341 -0.0019 0.0018 0.0066
H 7.77581 0.83080 0.52250 0.0082 -0.0080 -0.0097
H 6.72963 -2.93215 2.52712 -0.0186 0.0131 -0.0237
H 5.28844 -4.52934 1.26438 -0.0074 0.0260 -0.0078
H 4.20757 -1.38436 -1.44654 0.0004 0.0286 0.0162
H 5.67518 0.17346 -0.24755 -0.0087 -0.0034 0.0017
H 1.99724 -3.13726 -3.85079 0.0127 0.0093 0.0340
H 0.19470 -1.49875 -4.26638 0.0128 0.0233 0.0209
H -0.86231 -0.84324 2.19403 0.0021 0.0145 0.0138
H 0.88818 -2.50141 2.78320 -0.0029 0.0136 -0.0125
H 2.26395 -3.48934 0.98614 -0.0118 0.0417 0.0076
```
Positions in Å, forces in eV/Å.



A structure of composition C52H87BrClI2N2O12PS2, computed with ωB97M-V/def2-TZVPD.

Summary:
**Charge**: 0
**Kohn-Sham gap**: 8.4 eV
**HOMO level**: -8.8 eV
**M**: 1396.5 Da

Geometry as XYZ:
```
160
Properties=species:S:1:pos:R:3:forces:R:3
C 0.15691 -2.22739 -1.98662 -0.6799 0.0996 0.5066
C 0.18044 -0.82922 -2.62052 0.9672 -1.1691 -0.7620
O 0.35491 0.23856 -1.71113 -0.2192 0.5264 0.5213
C -0.78890 0.45327 -0.87579 -0.4955 -1.3242 -0.6187
C -1.35763 1.87818 -0.93417 -0.8282 -0.6741 -1.0809
C -0.91957 3.19628 -0.23660 1.3265 0.2199 -0.4363
Br 0.88907 3.28436 -1.13632 -0.1927 0.2352 0.1703
C -1.80004 4.36593 -0.82933 -0.0052 -0.5916 -1.4133
C -1.28901 5.80254 -1.09430 -0.5683 1.3544 0.2558
C 0.05623 6.35452 -1.55446 1.0630 0.0633 0.0643
C 0.59615 7.34865 -0.74839 -1.0434 0.0377 1.0452
C 1.77064 8.00771 -0.99803 0.3361 0.3062 0.1561
C 2.50114 7.69120 -2.12519 0.2872 0.5798 0.4782
C 1.98630 6.75101 -2.98499 0.5395 0.1898 -0.2079
C 0.79375 6.10630 -2.71798 -1.0292 -1.2852 -0.6691
C 0.33569 5.13520 -3.79099 0.5192 0.3988 -0.6145
P -2.81830 4.04495 -2.47901 -1.8210 1.0878 -0.8166
N -4.19107 4.82280 -2.43967 0.3013 -0.2264 0.0998
O -3.04047 4.53479 -0.03992 0.8012 -0.5187 0.4780
S -3.25305 3.62406 1.21809 -3.0276 -1.7125 2.1452
O -3.44083 2.21146 0.99044 2.0631 0.2697 -1.4397
O -4.44859 4.02772 1.90265 0.5012 1.8211 -0.1859
C -1.73954 4.02097 2.24397 -0.4604 1.0139 -0.5942
C -1.71405 5.59613 2.28013 -0.0669 1.4101 -0.1720
C -2.84756 6.39870 2.03844 -1.2448 -0.9683 -0.5676
C -2.86713 7.76758 2.10532 0.6951 0.7073 0.2412
N -1.79124 8.49747 2.43176 -0.4034 -0.0607 -0.0613
C -0.72739 7.78002 2.72477 0.3854 0.4256 0.1107
C -0.65011 6.39905 2.67225 0.7110 -1.1433 0.3027
C -2.18944 3.69679 3.71819 0.0250 -0.8707 1.0373
I -3.34440 1.79804 4.08596 0.0012 0.2353 -0.1005
C -1.35060 3.68606 5.03905 0.0248 -0.7664 0.0472
C -0.40220 2.50854 5.36383 0.6671 0.4548 0.5538
I -0.45323 5.52914 5.78474 -0.2332 -0.0594 -0.0637
C -0.62168 3.24178 1.38059 0.3669 -1.6598 -1.0030
C -0.58110 1.76443 1.88810 -0.6128 -0.4273 1.7954
C 0.62008 0.83663 2.14438 0.5590 -0.8199 0.1588
C 1.56628 0.25366 1.07593 0.6647 0.8040 0.3648
Cl 1.30389 -1.48666 0.75082 0.1447 0.4901 0.3116
S 1.05287 3.95192 1.79192 1.2564 1.4653 1.8109
C 2.62009 3.09736 1.59332 1.1773 -1.3669 -0.5435
O 0.99224 4.00679 3.24003 -0.5081 -0.5722 0.1467
O 1.28626 5.21917 1.16207 -0.4201 -0.0081 -0.9346
H 1.14323 -2.57297 -1.67054 -0.1378 0.0946 -0.2568
H -0.45984 -2.20172 -1.07750 0.0655 -0.1325 -0.2638
H -0.30120 -2.98186 -2.63269 0.2437 0.2237 -0.1983
H -0.67914 -0.71060 -3.30045 -0.1283 0.3433 0.4532
H 1.06263 -0.80579 -3.27319 -0.1538 0.2739 0.0745
H -1.55040 -0.16454 -1.38435 -0.3688 0.4982 0.3395
H -0.71796 -0.05844 0.08897 0.3997 0.5012 -0.0865
H -1.17261 2.03894 -2.00782 0.0164 0.4651 0.2774
H -2.44187 1.73851 -0.93550 0.1929 0.2019 0.7283
H -2.01356 6.28650 -1.78018 -0.1166 -0.6034 0.0250
H -1.53664 6.37957 -0.19469 0.2715 -0.3604 0.0578
H 0.04459 7.61452 0.15294 0.1733 -0.0504 -0.0955
H 2.11371 8.75342 -0.28694 0.0118 -0.0681 -0.1339
H 3.44729 8.20143 -2.28255 -0.0865 -0.2038 -0.2817
H 2.54427 6.52214 -3.88929 -0.1889 -0.1397 0.0715
H -0.16194 4.23134 -3.45665 -0.0100 0.1883 0.1214
H 1.21608 4.81049 -4.36064 -0.1727 -0.0289 0.1120
H -0.28937 5.67146 -4.52070 -0.1167 -0.2302 0.1948
H -3.13261 2.70209 -2.72211 0.6647 -0.1851 0.2804
H -2.14584 4.56760 -3.59361 0.7121 -0.6989 0.2868
H -4.22065 5.51529 -3.18003 -0.0403 0.1584 0.2284
H -3.79910 5.98670 1.72963 0.2031 -0.0493 0.1924
H -3.77275 8.32861 1.89137 0.0434 -0.2248 -0.0313
H 0.15824 8.33275 3.03938 -0.1130 -0.1189 -0.0616
H 0.27677 5.95956 2.99553 -0.1619 0.2851 -0.0493
H -3.00342 4.38951 3.93150 0.0956 0.0062 -0.4340
H -2.13283 3.57979 5.79161 0.0129 0.3118 -0.1659
H 0.28142 2.20170 4.57525 -0.2450 0.1364 -0.0276
H 0.23453 2.86341 6.18200 0.0088 -0.1655 -0.1732
H -0.92178 1.64453 5.78403 -0.2113 0.1071 -0.4063
H -1.42144 1.16582 1.53291 0.1660 0.5294 -0.5300
H -0.88574 1.85753 2.93625 0.0415 0.1649 -0.2382
H 1.23755 1.23142 2.95980 -0.0785 0.2294 -0.2843
H 0.18829 -0.05511 2.62509 -0.2353 0.3212 -0.0547
H 1.59444 0.85272 0.16311 -0.3327 -0.6326 -0.1962
H 2.58819 0.29180 1.46132 -0.1581 -0.0981 0.0284
H 2.86859 2.40204 2.39721 -0.6803 0.1682 0.1182
H 3.38243 3.87870 1.67548 -0.6330 0.4142 -0.0833
H 2.82741 2.56895 0.66336 -0.4008 0.3002 -0.0441
C 2.29462 -7.14176 -0.12703 0.1484 -0.0221 -0.0835
C 2.77158 -6.09514 0.87242 -0.1050 -0.0324 0.1209
C 2.07271 -4.84286 0.36535 0.0292 0.0523 -0.1764
O 0.84810 -5.27165 -0.23753 0.0680 -0.0762 0.0672
C 0.86578 -6.69508 -0.38869 -0.1096 -0.0039 0.1511
H 2.35803 -8.16405 0.23981 -0.0236 -0.0065 -0.0524
H 2.88275 -7.07266 -1.04545 -0.0202 -0.0384 -0.0021
H 2.41156 -6.34615 1.87406 0.0218 0.0205 0.0005
H 3.85491 -5.98946 0.91782 -0.0118 0.0161 -0.0261
H 2.66907 -4.33725 -0.40260 0.0750 0.0407 0.0721
H 1.85573 -4.12932 1.16120 -0.0614 -0.0078 -0.0210
H 0.17503 -7.12400 0.34650 0.0040 -0.0802 -0.0356
H 0.51666 -6.95978 -1.38790 -0.0096 0.0699 0.0319
C -0.34656 -11.45606 -1.92927 -0.1305 0.1399 -0.0620
C 0.73124 -11.71471 -2.97317 0.0852 -0.1678 0.0292
C 1.70542 -10.57858 -2.70157 -0.0105 0.1915 -0.0199
O 1.61569 -10.28627 -1.30296 -0.1375 -0.1001 -0.1021
C 0.47545 -10.95463 -0.75215 0.1335 -0.0999 0.1206
H -0.94413 -12.33357 -1.68624 0.0240 0.0019 0.0135
H -1.02101 -10.66986 -2.27794 -0.0106 -0.0150 0.0232
H 1.21310 -12.67627 -2.78003 0.0037 0.0139 -0.0252
H 0.36025 -11.72030 -3.99724 0.0036 0.0282 0.0087
H 1.42758 -9.67545 -3.25644 0.0172 -0.0285 -0.0805
H 2.73487 -10.83661 -2.95297 0.0208 0.0463 0.0728
H 0.83408 -11.78593 -0.13572 -0.0857 -0.0161 0.0268
H -0.07851 -10.26387 -0.11452 0.0745 0.0509 0.0011
C 1.27572 -4.18839 4.25014 0.1632 0.1110 -0.0540
C 1.18445 -3.89557 5.74261 -0.0913 -0.1158 0.0814
C 0.54610 -2.51376 5.74988 0.0649 0.1473 -0.0795
O -0.28890 -2.44242 4.59044 0.1529 -0.0599 0.0031
C -0.00417 -3.55363 3.73150 -0.2342 -0.1060 -0.0053
H 1.34984 -5.24903 4.01238 -0.0304 0.0068 0.0069
H 2.14614 -3.68122 3.82380 -0.0156 -0.0193 -0.0246
H 0.52035 -4.61811 6.22318 0.0133 0.0181 0.0148
H 2.14459 -3.92225 6.25660 -0.0048 0.0271 -0.0116
H 1.30422 -1.72579 5.67304 0.0389 -0.0227 0.0864
H -0.05440 -2.33078 6.64209 -0.0524 0.0370 -0.0518
H -0.84573 -4.25217 3.78974 0.0372 -0.0508 -0.0513
H 0.08606 -3.20498 2.70361 -0.0562 0.0793 0.0022
C -1.34968 -6.40146 -5.27067 -0.1279 0.1249 -0.0709
C -0.19097 -6.56773 -6.24413 0.0967 -0.1572 0.0271
C 0.63122 -5.31890 -5.96406 -0.0362 0.1915 -0.0116
O 0.42828 -4.99401 -4.58508 -0.1225 -0.1350 -0.1067
C -0.65922 -5.77111 -4.07104 0.1444 -0.0550 0.1135
H -1.85725 -7.33378 -5.02655 0.0176 0.0011 0.0180
H -2.08737 -5.70992 -5.68516 -0.0097 -0.0206 0.0220
H 0.38465 -7.46094 -5.98819 0.0088 0.0079 -0.0229
H -0.49879 -6.64895 -7.28583 0.0027 0.0267 0.0072
H 0.28612 -4.47233 -6.56757 0.0265 -0.0428 -0.0796
H 1.69618 -5.46526 -6.14942 0.0127 0.0477 0.0707
H -0.24490 -6.53533 -3.40414 -0.0962 -0.0124 0.0026
H -1.32354 -5.12925 -3.49103 0.0773 0.0375 0.0310
C 7.11998 5.67463 -0.28753 -0.0362 0.1896 0.0508
C 5.98683 4.71531 0.05099 0.0522 -0.2292 0.0000
C 5.08587 4.85712 -1.16724 -0.1529 0.2248 -0.0257
O 5.93984 5.15992 -2.27449 0.0418 -0.0048 0.1455
C 7.24650 5.48634 -1.79200 0.0460 -0.1819 -0.0845
H 8.04680 5.46705 0.24570 -0.0035 -0.0176 -0.0219
H 6.81871 6.70041 -0.06157 0.0182 -0.0099 -0.0008
H 6.37176 3.69389 0.11720 -0.0122 0.0087 0.0145
H 5.47764 4.94840 0.98606 0.0014 0.0567 -0.0205
H 4.37964 5.68531 -1.04579 -0.0740 -0.0786 0.0731
H 4.51952 3.94805 -1.38210 0.0150 0.0141 -0.0945
H 7.91613 4.65333 -2.03237 0.0739 0.0490 0.0310
H 7.60930 6.38029 -2.30056 -0.0618 -0.0155 -0.0561
C -5.95452 -0.21258 1.19436 0.1020 0.1292 -0.1494
C -7.29536 -0.56349 0.56384 -0.1204 -0.1016 0.1468
C -6.88846 -1.59815 -0.47454 0.1117 0.0403 -0.1356
O -5.73927 -2.27289 0.04715 -0.0448 0.1198 0.0424
C -5.24449 -1.55729 1.18482 -0.0874 -0.1358 0.1142
H -6.03603 0.21781 2.19162 0.0147 0.0084 -0.0123
H -5.42003 0.49813 0.56063 0.0144 0.0271 0.0755
H -7.95023 -1.01949 1.31104 -0.0168 0.0029 -0.0325
H -7.81567 0.29043 0.13212 0.0328 -0.0018 -0.0167
H -6.60350 -1.12165 -1.41917 -0.0886 0.0325 -0.0141
H -7.67601 -2.32557 -0.67722 0.0674 -0.0614 -0.0022
H -5.48309 -2.13912 2.08223 0.0586 0.0470 0.0475
H -4.15962 -1.46210 1.11228 -0.0007 -0.0587 -0.0546
```
Positions in Å, forces in eV/Å.



A cluster of 2 separate species, C4H5N4O3S in total, computed with ωB97M-V/def2-TZVPD.

Summary:
**Energy relative to the best compared isomer or geometry (same formula, charge and spin)**: 210.9 kJ/mol
**Charge**: -1
**Kohn-Sham gap (spin up / spin down)**: 8.7 / 8.7 eV
**HOMO level (spin up / spin down)**: -5.5 / -5.5 eV
**M**: 189.2 Da

Geometry as XYZ:
```
17
Properties=species:S:1:pos:R:3:forces:R:3
C -1.54359 1.06371 0.34743 -0.9898 -2.5755 0.1656
C -2.89864 0.82240 0.59312 -1.3474 -0.6751 0.0395
C -0.98241 -0.22429 0.33694 4.1471 1.9545 -0.5740
C 2.62468 0.97574 0.22184 0.7952 1.8825 -0.8951
N -3.13569 -0.51833 0.72130 -1.2243 1.1545 0.7697
N 2.39494 -0.29202 0.64528 -1.7141 -3.1852 -0.0406
N -1.92836 -1.06519 0.62012 0.6805 -1.4582 -0.3635
N 1.48565 -1.00865 -1.65941 1.4272 0.7597 1.1218
O 2.24040 1.35545 -1.01581 -0.1657 -1.2012 0.4273
O 3.23957 1.70305 0.96521 0.0976 0.7554 -0.0129
O 1.04967 -2.50394 0.33456 0.5910 0.9812 0.4838
S 1.35343 -1.15506 -0.11888 -2.6680 -0.1117 -0.1539
H -1.08171 1.96551 0.22464 1.1916 2.0192 -0.4018
H -3.77162 1.55553 0.67056 1.4260 -1.3021 -0.1470
H -1.60709 -2.02368 0.76398 -1.3674 0.0910 -0.0236
H 1.90064 0.44379 -1.46463 0.4776 1.4191 0.0310
H 0.66013 -1.09403 -2.18623 -1.3572 -0.5079 -0.4262
```
Positions in Å, forces in eV/Å.